Record 1
ORCA calculation (the ωB97M-V functional and the def2-TZVPD basis) on a cluster of 3 separate species, C2H11N2O2 in total in a non-equilibrium geometry.

```
17
Properties=species:S:1:pos:R:3:nbo_charge:R:1
H 2.998 -0.787 0.028 0.23
O -2.281 1.273 0.194 -1.01
H 2.886 -0.187 1.709 0.26
H 1.510 -0.316 -1.812 0.24
N 1.288 0.479 0.232 -0.52
C 0.901 0.226 -1.007 0.38
H -0.866 1.209 -0.747 0.47
H -2.445 0.263 0.217 0.51
H 1.752 -1.419 1.072 0.22
H -0.170 1.381 -2.484 0.45
C 2.263 -0.466 0.788 -0.45
O -1.886 -1.423 0.736 -0.96
N -0.026 1.052 -1.482 -0.78
H -1.268 -1.864 0.146 0.47
H -2.211 -2.270 1.193 0.50
H -3.273 1.497 0.586 0.52
H 0.828 1.353 0.630 0.46
```

* LUMO level: -4.014 eV
* orbital gap: 10.63 eV
* charge: +1

***

Record 2
ORCA calculation (the ωB97M-V functional and the def2-TZVPD basis) on a cluster of 3 separate species, C2H11N2O2 in total in a non-equilibrium geometry.

```
17
Properties=species:S:1:pos:R:3:nbo_charge:R:1
N 1.414 -0.019 0.416 -0.51
C 1.349 -0.283 -0.855 0.39
H -3.673 -1.533 0.643 0.49
H 2.130 -0.896 -1.286 0.22
H 2.334 -1.345 1.771 0.22
H 2.637 0.373 2.037 0.24
O -3.342 -0.713 0.237 -0.96
H -3.060 -1.020 -0.635 0.48
H -1.809 0.484 0.703 0.52
H 3.405 -0.574 0.615 0.22
N 0.439 0.222 -1.661 -0.73
C 2.550 -0.394 1.274 -0.41
H 0.639 0.498 0.825 0.45
H 0.542 0.106 -2.652 0.43
H -0.193 0.923 -1.265 0.45
H -1.784 1.994 0.635 0.51
O -1.287 1.220 0.335 -1.01
```

* LUMO level: -3.078 eV
* orbital gap: 11.70 eV
* charge: +1

***

Record 3
ORCA calculation (the ωB97M-V functional and the def2-TZVPD basis) on a cluster of 3 separate species, C2H11N2O2 in total in a non-equilibrium geometry.

```
17
Properties=species:S:1:pos:R:3:mulliken_spin:R:1
H 1.316 -0.292 1.385 0.00
H 1.140 0.812 4.142 0.00
H 1.555 0.018 -2.979 -0.01
C -2.127 -0.241 -0.608 0.06
H -2.265 -1.315 -0.162 0.11
H 2.531 -0.809 0.483 0.00
N 1.151 0.211 -2.117 0.36
H 1.589 0.591 -1.341 -0.01
H -0.718 -0.310 -2.883 0.00
C -0.132 -0.129 -1.973 -0.14
H -0.236 0.593 4.090 0.00
N -0.711 0.055 -0.711 0.61
H -2.746 -0.148 -1.558 0.01
H -2.572 0.415 0.168 0.04
H 0.002 0.149 -0.071 -0.02
O 0.508 0.856 3.600 0.00
O 1.714 -0.458 0.535 0.01
```

* LUMO level (spin up / spin down): -10.369 / -14.508 eV
* spin multiplicity: 2
* orbital gap (spin up / spin down): 7.55 / 3.41 eV
* expectation value of S²: 0.7800
* charge: +2

***

Record 4
ORCA calculation (the ωB97M-V functional and the def2-TZVPD basis) on the ion C2H11N4 with charge +1 in a non-equilibrium geometry.

```
17
Properties=species:S:1:pos:R:3:nbo_charge:R:1
H 0.822 0.215 -1.421 0.19
N -1.446 -1.053 -0.131 -0.72
H -1.632 1.916 0.483 0.41
C 0.919 0.129 -0.324 0.12
H -1.974 -1.836 0.254 0.44
H 2.559 -0.472 0.793 0.37
H 0.350 -2.038 -0.131 0.24
H 2.787 0.676 -0.345 0.39
C -0.096 -1.100 0.330 -0.27
H -1.457 -1.003 -1.224 0.43
H -1.691 -0.061 0.020 0.44
H 0.319 1.529 1.332 0.38
H -1.073 1.516 -1.109 0.38
N 0.374 1.375 0.292 -0.48
N -1.030 1.338 -0.092 -0.73
H -0.044 -0.946 1.405 0.22
N 2.313 -0.185 -0.132 -0.81
```

* LUMO level: -3.376 eV
* orbital gap: 9.46 eV
* structure (SMILES): NN[C@@H](N)C[NH3+]
* charge: +1

***

Record 5
ORCA calculation (the ωB97M-V functional and the def2-TZVPD basis) on a cluster of 2 separate species, C2H11N4O in total in a non-equilibrium geometry.

```
18
Properties=species:S:1:pos:R:3:nbo_charge:R:1
N 0.248 -0.639 0.594 0.00
H -0.671 2.223 0.945 0.51
C 1.713 1.288 0.729 -0.69
C 0.341 0.625 0.734 0.64
H 2.405 0.654 1.203 0.24
H -1.372 0.918 -2.205 0.38
H 1.636 2.195 1.306 0.25
O -0.779 1.341 0.621 -0.60
H 2.149 -1.444 0.711 0.41
H 2.083 1.430 -0.251 0.27
H -1.333 -1.047 -0.456 0.42
N 1.207 -1.599 0.384 -0.61
H -1.939 -0.323 -3.018 0.38
N -1.693 0.010 -2.117 -1.09
H -2.440 -0.151 -1.495 0.37
N -1.042 -1.039 0.565 -0.64
H 0.646 -2.476 0.724 0.40
H -1.160 -1.966 1.026 0.37
```

* LUMO level: -3.206 eV
* orbital gap: 10.57 eV
* charge: +1

***

Record 6
ORCA calculation (the ωB97M-V functional and the def2-TZVPD basis) on a cluster of 3 separate species, C2H11NO2 in total in a non-equilibrium geometry.

```
16
Properties=species:S:1:pos:R:3:nbo_charge:R:1
H 1.283 0.368 0.427 0.21
H -2.152 1.075 0.102 0.20
H 0.234 0.947 -0.791 0.20
H -1.404 2.517 0.905 0.17
O 0.797 -1.019 -2.879 -0.94
C -1.770 1.495 1.035 -0.43
H -2.474 1.399 1.844 0.20
H 0.880 -2.900 0.956 0.48
O 1.323 -2.491 0.207 -0.94
H -0.179 0.764 2.109 0.33
H 0.800 -1.200 -1.931 0.47
H 0.864 2.054 0.437 0.17
H 1.123 -1.784 -3.338 0.47
H 0.814 -2.779 -0.567 0.46
C 0.446 1.043 0.273 -0.45
N -0.586 0.513 1.211 -0.59
```

* LUMO level: 0.671 eV
* orbital gap: 10.09 eV
* structure (SMILES): CNC.O.O
* charge: 0